The following is a quantum chemistry calculation of the ion C4H11N3 with charge -1, from the Open Molecules 2025 dataset.

Geometry as XYZ:
```
18
Properties=species:S:1:pos:R:3:forces:R:3:lowdin_charge:R:1
C -1.625317 1.863085 0.971065 -1.4 -1.8 1.8 -0.109
C -1.611746 0.340847 0.430206 -2.1 3.5 2.1 -0.295
C -0.594281 0.050464 -0.528838 3.9 -1.3 -2.3 -0.367
N 0.263835 -0.983653 0.069664 1.1 -1.0 0.1 -0.039
C 1.619425 -1.094496 -0.232327 3.0 0.1 0.6 -0.772
N 2.000152 -1.089312 -1.592399 -2.5 -1.6 -1.2 -0.045
N 2.441624 -1.213400 0.785780 1.5 0.2 -0.1 0.006
H -1.417672 2.555223 0.186114 0.7 0.5 -0.2 0.039
H -2.640383 2.110469 1.343116 -0.1 -0.3 -0.7 0.046
H -1.158552 2.016505 1.981262 0.9 -0.1 -1.4 0.070
H -1.633932 -0.305807 1.274994 0.3 -0.6 0.7 0.087
H -2.566921 0.213972 0.008701 -1.4 -0.1 -0.7 0.066
H 0.126224 0.983353 -0.632475 -1.7 -1.7 -0.8 0.126
H -0.963897 -0.510161 -1.492732 0.5 2.0 1.2 0.071
H 0.086122 -1.239024 1.040682 0.3 0.4 -0.5 0.099
H 1.365160 -1.770805 -2.207438 1.5 2.1 1.2 -0.010
H 2.760576 -0.585416 -2.089519 -0.7 -0.6 1.1 -0.023
H 3.549589 -1.341836 0.684148 -3.7 0.2 -0.9 0.050
```
Forces are in eV/Å.

For the gap between HOMO and LUMO (alpha / beta), the calculation gives 0.0941 / 0.2989 Ha. The value obtained for the total energy is -323.153897 hartree. Its energy above the lowest of the compared OMol25 structures with the same formula, charge and spin is 46.3 kcal per mole. As for the lowest unoccupied orbital energy (alpha / beta): 3.745 / 3.650 eV. As for the total charge: -1. The highest occupied orbital energy (alpha / beta) comes out at 0.044 / -0.165 hartree. Its spin multiplicity is 2.

---

The following is a quantum chemistry calculation of an isolated molecule of C3H7BrO2, from the Open Molecules 2025 dataset.

Geometry as XYZ:
```
13
Properties=species:S:1:pos:R:3:forces:R:3:lowdin_charge:R:1
C 0.766463 -0.509130 -1.497828 0.1 1.0 0.2 -0.088
C -0.581666 -0.530774 1.237305 1.4 0.9 0.6 -0.514
C 0.245469 0.770231 0.467132 0.3 -1.1 2.2 -0.456
O -0.425046 1.976977 0.764891 3.6 -1.0 1.9 0.011
O 0.176753 0.668360 -0.935383 0.8 -0.8 1.0 -0.171
Br -2.245428 -0.813119 0.264753 0.1 -0.1 0.2 0.635
H 0.387195 -1.433170 -1.151711 -0.8 -0.9 0.9 0.053
H 1.835409 -0.530974 -1.376052 0.6 0.2 0.1 0.090
H 0.514816 -0.492388 -2.524221 -0.1 0.3 -1.2 0.083
H -0.912717 -0.228932 2.326553 1.0 -0.5 -2.3 0.086
H 0.040134 -1.515841 1.232787 -1.2 1.9 0.0 0.075
H 1.324879 0.807987 0.976195 -2.1 -0.1 -1.4 0.184
H -1.126259 1.830773 0.215579 -3.8 0.4 -2.3 0.013
```
Forces are in eV/Å.

For the gap between HOMO and LUMO, the calculation gives 0.3981 Ha. The value obtained for the total energy is -2842.942475 hartree. Its energy above the lowest of the compared OMol25 structures with the same formula, charge and spin is 34.8 kcal per mole. As for the lowest unoccupied orbital energy: 0.833 eV. The highest occupied orbital energy comes out at -0.367 hartree. As for the SMILES: CO[C@@H](O)CBr.

---

The following is a quantum chemistry calculation of the ion C11H15N4 with charge +1, from the Open Molecules 2025 dataset.

Geometry as XYZ:
```
30
Properties=species:S:1:pos:R:3:forces:R:3:lowdin_charge:R:1
C -4.049919 -1.162714 -0.244842 -0.1 -0.9 1.4 -0.044
C -2.992713 -2.034763 0.039671 0.5 2.6 -0.7 -0.020
C -3.776821 0.167500 -0.072907 0.3 0.5 0.2 -0.012
C -1.677555 -1.655537 0.212644 1.4 -1.8 0.8 -0.015
C -2.450919 0.600700 0.105678 -1.1 2.0 -0.2 -0.122
C -1.373533 -0.321760 0.243861 1.3 1.3 -0.7 -0.125
C -2.135408 2.017381 -0.160282 -0.4 -4.4 0.3 0.039
C -0.054255 0.188728 0.218551 -1.2 -1.3 0.2 -0.169
C 1.298351 2.413316 -0.045495 2.0 0.3 -0.7 0.002
C 3.208714 -0.949507 1.136394 -0.4 0.4 -2.3 -0.023
C 2.901883 -0.487786 -1.252486 -0.4 -0.1 1.4 -0.026
N -0.890833 2.326912 -0.293685 -0.6 2.3 0.1 0.099
N 0.093255 1.552031 0.046983 1.3 3.2 -0.5 -0.051
N 2.415766 -0.164438 0.121370 0.0 -1.0 1.1 -0.248
N 1.055774 -0.542004 0.397892 2.9 -1.3 -0.1 0.124
H -5.081810 -1.497867 -0.207778 0.2 -0.2 -0.4 0.120
H -3.082039 -3.021225 0.136222 -1.2 -4.0 0.1 0.077
H -4.623667 0.846233 -0.009191 0.4 0.3 -0.3 0.132
H -0.852913 -2.445067 0.410196 -1.7 1.3 -0.5 0.149
H -2.941022 2.661624 -0.445231 0.1 0.7 -0.1 0.131
H 2.256692 1.800476 0.029307 -1.6 1.2 0.1 0.089
H 1.214301 2.933064 -1.036458 0.3 -0.9 0.6 0.108
H 1.285039 3.315939 0.617854 -0.4 -1.3 0.1 0.108
H 3.051773 -0.563199 2.087308 -0.6 0.5 1.8 0.072
H 2.947045 -2.001541 1.040234 -0.1 -0.4 0.2 0.091
H 4.254757 -0.866195 0.929359 0.6 0.2 -0.4 0.093
H 2.113844 -0.331416 -1.930311 -1.2 0.1 -0.9 0.067
H 3.603775 0.314770 -1.482901 0.7 -0.8 -0.1 0.100
H 3.172551 -1.565183 -1.275887 0.5 0.9 -0.4 0.106
H 1.109885 -1.528476 0.683919 -1.3 0.6 0.0 0.148
```
Forces are in eV/Å.

For the gap between HOMO and LUMO (alpha / beta), the calculation gives 0.2201 / 0.2023 Ha. The value obtained for the total energy is -646.716764 hartree. Its energy above the lowest of the compared OMol25 structures with the same formula, charge and spin is 5.4 kcal per mole. As for the lowest unoccupied orbital energy (alpha / beta): -3.354 / -7.148 eV. As for the total charge: +1. The highest occupied orbital energy (alpha / beta) comes out at -0.343 / -0.465 hartree. Its spin multiplicity is 3.

---

The following is a quantum chemistry calculation of a cluster of 6 separate species, H13NO5 in total, from the Open Molecules 2025 dataset.

Geometry as XYZ:
```
19
Properties=species:S:1:pos:R:3:forces:R:3:lowdin_charge:R:1
N 1.741421 -1.814664 1.402969 -0.6 0.0 -0.8 0.032
H 2.009074 -1.326131 2.250824 0.2 -0.4 -0.3 0.047
H 1.893881 -2.813372 1.388084 0.1 0.1 0.6 0.035
H 2.190714 -1.449899 0.570238 0.4 0.2 0.4 -0.002
H -0.691748 1.173609 3.720238 0.0 -0.2 0.3 0.015
H -0.663807 0.887477 2.196870 -0.2 0.5 0.7 -0.020
O -0.736856 1.603627 2.871193 0.1 -0.1 -0.8 -0.087
H -2.598712 1.726987 -1.004736 0.1 -0.1 0.3 0.046
H -1.313555 1.300797 -0.186297 -0.2 0.2 0.6 0.001
O -1.705886 1.374693 -1.052943 0.2 -0.2 -0.9 -0.057
H -1.178337 -0.768895 0.279627 -0.8 0.7 0.1 0.056
H 0.022187 -1.099211 0.969503 0.5 0.7 1.2 0.015
O -0.690709 -0.411231 1.035004 0.3 -1.5 -1.3 -0.102
H 3.265636 -0.695046 -1.776612 0.1 0.3 0.4 0.055
H 2.877592 0.344986 -0.714255 -0.6 0.8 0.0 0.024
O 3.506853 -0.333463 -0.907561 0.5 -1.0 -0.5 -0.050
H -2.034215 0.361089 -3.287746 -0.2 0.7 -0.4 0.027
H -2.966837 1.311587 -4.209257 0.7 0.1 -0.1 0.029
O -2.926696 0.627059 -3.545145 -0.7 -0.7 0.5 -0.066
```
Forces are in eV/Å.

For the gap between HOMO and LUMO, the calculation gives 0.4036 Ha. The value obtained for the total energy is -438.740470 hartree. Its energy above the lowest of the compared OMol25 structures with the same formula, charge and spin is 26.3 kcal per mole. As for the lowest unoccupied orbital energy: 0.307 eV. The highest occupied orbital energy comes out at -0.392 hartree. As for the SMILES: N.O.O.O.O.O.